The following is a quantum chemistry calculation of a gas-phase ion, C8H9N2O (charge +1) at a distorted geometry, from OMol25.

* spin multiplicity: 1
* relative energy (zero: lowest compared OMol25 entry of this formula, charge and spin): 150.6 kcal per mole
* charge: +1
* Kohn-Sham gap (spin up / spin down): 7.73 / 7.73 eV
* total energy: -13456.2881 eV
* SMILES: C=C=C(C)/C=C\c1cno[nH+]1

XYZ file:
```
20
Properties=species:S:1:pos:R:3:forces:R:3
C -1.388 1.208 0.364 -1.1 -0.2 1.7
H -2.408 -1.037 -1.938 0.5 0.8 0.9
C 1.965 0.379 -0.998 1.7 1.2 3.8
C 0.532 -1.134 0.428 -0.8 -0.8 0.4
H 0.384 -2.460 2.010 1.0 -0.2 2.4
H 0.289 2.227 0.383 1.1 -0.7 0.0
O -4.574 -0.302 0.183 -0.8 0.4 0.9
C -2.448 0.296 0.024 -0.4 1.1 0.7
N -4.056 -0.902 -0.867 -1.5 -0.7 -0.6
H 1.545 0.396 -1.924 -0.3 0.2 -3.0
H -0.297 -3.083 0.530 0.3 0.5 -0.3
H 2.934 -0.130 -0.881 -0.9 -0.8 -0.3
C -0.047 1.204 0.182 -1.8 -0.2 0.4
H -3.673 1.182 1.469 -1.0 -1.4 -0.9
H -1.793 1.878 1.177 0.7 0.2 -1.4
C 0.271 -2.274 1.008 -1.1 0.5 -2.4
C -2.838 -0.558 -1.041 0.8 -1.0 -0.9
H 2.319 1.391 -0.664 -0.7 -0.4 -0.7
C 0.765 0.040 -0.110 1.7 0.8 -0.7
N -3.592 0.437 0.731 2.6 0.8 -0.1
```
Positions in Å, forces in eV/Å.